(1)
18
Properties=species:S:1:pos:R:3:lowdin_charge:R:1 method="wB97M-V/def2-TZVPD" total_energy_ha=-327.00804 orbital_gap_ev=9.883 lumo_energy_ev=0.77 spin_multiplicity=1 smiles="C=C/C=C/CN.O"
N 1.045 -2.917 -0.545 0.001
C 1.008 -1.714 0.288 -0.293
C -1.620 2.244 -0.645 0.000
C -0.931 1.263 -1.260 -0.177
C 0.163 0.443 -0.708 -0.158
C -0.052 -0.791 -0.266 -0.123
H 1.405 -3.681 0.020 0.063
H 1.744 -2.771 -1.264 0.068
H 0.714 -1.868 1.328 0.114
H 1.924 -1.126 0.356 0.102
H -2.690 2.303 -0.782 0.054
H -1.011 3.024 -0.195 0.062
H -1.469 0.807 -2.093 0.096
H 1.154 0.876 -0.568 0.109
H -1.076 -1.021 0.018 0.120
H -0.807 1.922 2.166 0.024
H 0.447 1.378 1.652 0.002
O 0.052 1.629 2.498 -0.064

(2)
18
Properties=species:S:1:pos:R:3:lowdin_charge:R:1 method="wB97M-V/def2-TZVPD" total_energy_ha=-327.00793 orbital_gap_ev=9.351 lumo_energy_ev=0.17 spin_multiplicity=1 smiles="C=NC(=C)CC.O"
C 1.495 -0.819 1.527 -0.150
C 0.125 -1.366 1.167 -0.221
C -0.648 -0.659 -0.042 -0.309
C -1.989 -0.884 -0.364 0.045
C 0.031 0.262 -2.135 -0.036
N 0.141 0.235 -0.858 -0.044
H 1.696 -1.357 2.445 0.054
H 2.362 -1.026 0.808 0.095
H 1.446 0.305 1.757 0.084
H -0.483 -1.244 2.117 0.117
H 0.214 -2.494 0.954 0.128
H -2.433 -1.779 0.086 0.061
H -2.383 -0.200 -1.139 0.057
H 0.870 0.620 -2.830 0.096
H -0.678 -0.501 -2.726 0.112
H 0.593 2.553 1.234 0.006
H 0.060 2.032 -0.179 -0.008
O 0.457 2.780 0.320 -0.085

(3)
18
Properties=species:S:1:pos:R:3:lowdin_charge:R:1 method="wB97M-V/def2-TZVPD" total_energy_ha=-327.03301 orbital_gap_ev=9.925 lumo_energy_ev=0.86 spin_multiplicity=1 smiles="C=NC(=C)CC.O"
C 1.593 1.350 1.059 -0.083
C 0.711 0.025 0.918 -0.179
C 0.251 -0.401 -0.469 -0.366
C 0.830 -1.062 -1.477 0.050
C -1.363 1.202 -1.114 -0.027
N -1.107 0.032 -0.754 -0.012
H 2.094 1.618 0.117 0.070
H 0.994 2.208 1.308 0.050
H 2.307 1.082 1.838 0.062
H -0.158 0.159 1.571 0.101
H 1.358 -0.638 1.497 0.100
H 1.654 -1.751 -1.351 0.061
H 0.192 -1.095 -2.357 0.062
H -2.412 1.499 -1.286 0.078
H -0.660 2.006 -1.321 0.083
H -2.393 -2.706 0.277 0.023
H -1.979 -1.305 0.602 0.004
O -1.911 -2.223 0.944 -0.078

(4)
18
Properties=species:S:1:pos:R:3:lowdin_charge:R:1 method="wB97M-V/def2-TZVPD" total_energy_ha=-327.02606 orbital_gap_ev=9.439 lumo_energy_ev=1.03 spin_multiplicity=1 smiles=C[C@H]1CN1CCO
C 1.621 -0.168 -1.597 -0.055
C 1.326 -0.762 -0.229 -0.315
C 1.237 0.012 1.086 -0.093
N 0.113 -0.324 0.312 -0.151
C -1.286 -0.619 0.321 -0.161
C -2.016 0.713 0.155 -0.261
O -1.872 1.505 1.317 -0.065
H 0.745 -0.372 -2.229 0.074
H 2.498 -0.602 -2.088 0.067
H 1.733 0.920 -1.542 0.077
H 1.636 -1.807 -0.099 0.130
H 1.533 1.066 1.118 0.102
H 1.441 -0.528 2.019 0.103
H -1.484 -1.283 -0.530 0.126
H -1.630 -1.126 1.236 0.121
H -1.581 1.218 -0.724 0.116
H -3.089 0.593 -0.015 0.115
H -0.923 1.563 1.489 0.070

(5)
18
Properties=species:S:1:pos:R:3:lowdin_charge:R:1 method="wB97M-V/def2-TZVPD" total_energy_ha=-326.94997 orbital_gap_ev=9.225 lumo_energy_ev=1.02 spin_multiplicity=1 smiles="CNC1C=C1.CO"
C 0.039 2.330 0.671 -0.179
C 1.724 -0.177 0.434 0.026
C -1.659 -1.496 -0.097 -0.134
N -0.476 -1.268 -0.903 -0.108
C 1.928 -0.640 -0.788 -0.053
C 0.777 -1.354 -0.243 -0.312
O -0.910 2.187 -0.352 -0.109
H -1.165 1.268 -0.416 0.034
H -0.538 -0.443 -1.488 0.101
H -0.322 1.963 1.640 0.081
H 0.289 3.391 0.745 0.083
H 2.463 -0.522 -1.705 0.088
H 1.948 0.086 1.450 0.088
H 0.987 1.735 0.445 0.047
H 0.859 -2.298 0.291 0.118
H -1.579 -2.480 0.367 0.077
H -1.832 -0.756 0.698 0.073
H -2.532 -1.526 -0.750 0.079

(6)
18
Properties=species:S:1:pos:R:3:lowdin_charge:R:1 method="wB97M-V/def2-TZVPD" total_energy_ha=-327.07032 orbital_gap_ev=10.066 lumo_energy_ev=0.88 spin_multiplicity=1 smiles="CC(C)N(C)C=O"
C -1.150 1.418 0.121 -0.296
N -0.790 0.237 -0.557 -0.130
C -0.519 0.201 -1.964 -0.064
C 1.624 -0.222 0.107 -0.047
C 0.095 -0.495 0.335 -0.445
C -0.303 -0.734 1.808 -0.069
O -1.469 2.431 -0.462 0.033
H -1.042 1.421 1.203 0.124
H -0.323 -0.856 -2.199 0.094
H 0.410 0.763 -2.191 0.097
H -1.415 0.452 -2.575 0.107
H 2.080 -1.110 0.568 0.083
H 1.942 0.789 0.450 0.094
H 1.744 -0.253 -0.960 0.043
H 0.109 -1.574 0.011 0.133
H -1.386 -0.874 1.712 0.095
H 0.339 -1.587 2.075 0.082
H 0.053 -0.006 2.520 0.067

(7)
18
Properties=species:S:1:pos:R:3:lowdin_charge:R:1 method="wB97M-V/def2-TZVPD" total_energy_ha=-327.03496 orbital_gap_ev=10.345 lumo_energy_ev=1.04 spin_multiplicity=1 smiles="C=CCCNCO"
C -0.163 1.215 0.169 -0.216
C -1.645 0.815 0.287 -0.200
C -2.026 -0.414 -0.510 -0.178
C -1.737 -0.654 -1.805 -0.010
N 0.776 0.418 0.979 -0.035
C 1.938 -0.035 0.279 -0.319
O 2.359 -1.389 0.517 -0.071
H 0.146 1.295 -0.864 0.106
H -0.143 2.192 0.655 0.109
H -2.291 1.634 -0.050 0.111
H -1.931 0.651 1.316 0.098
H -2.488 -1.250 0.006 0.088
H -1.849 -1.699 -2.085 0.047
H -1.754 0.111 -2.572 0.058
H 1.088 0.927 1.783 0.105
H 2.815 0.617 0.355 0.121
H 1.743 -0.025 -0.806 0.111
H 1.517 -1.818 0.727 0.077

(8)
18
Properties=species:S:1:pos:R:3:lowdin_charge:R:1 method="wB97M-V/def2-TZVPD" total_energy_ha=-327.03188 orbital_gap_ev=10.042 lumo_energy_ev=0.97 spin_multiplicity=1 smiles=OC[C@H]1CCCN1
N 0.961 0.055 -1.039 -0.029
C -0.430 0.400 -1.589 -0.168
C -1.391 -0.679 -0.874 -0.194
C -0.803 -0.896 0.489 -0.143
C 0.650 -0.347 0.345 -0.332
C 1.209 0.845 1.222 -0.196
O 1.079 0.718 2.659 -0.061
H 1.359 -0.584 -1.709 0.094
H -0.741 1.477 -1.563 0.107
H -0.414 0.040 -2.637 0.095
H -2.395 -0.391 -1.002 0.078
H -1.237 -1.561 -1.574 0.117
H -0.913 -2.000 0.766 0.138
H -1.377 -0.220 1.079 0.095
H 1.240 -1.165 0.669 0.113
H 0.507 1.663 0.924 0.109
H 2.268 1.318 0.986 0.152
H 0.428 1.327 2.849 0.025

(9)
18
Properties=species:S:1:pos:R:3:lowdin_charge:R:1 method="wB97M-V/def2-TZVPD" total_energy_ha=-327.02894 orbital_gap_ev=7.837 lumo_energy_ev=0.62 spin_multiplicity=1 smiles="C=C/C(C)=C/N.O"
C 0.372 -1.802 -0.250 -0.068
N -1.512 0.762 0.388 0.057
C -0.249 0.489 0.897 -0.167
C 0.563 -0.521 0.536 -0.301
C 1.944 -0.475 1.090 -0.160
C 2.447 0.681 1.617 -0.022
H 0.058 -2.625 0.413 0.086
H 1.268 -2.135 -0.768 0.070
H -0.471 -1.695 -0.929 0.058
H -1.791 0.276 -0.455 0.054
H -1.825 1.710 0.239 0.083
H -0.030 1.033 1.807 0.112
H 2.497 -1.407 1.096 0.090
H 2.254 1.603 1.084 0.049
H 3.130 0.662 2.455 0.041
H -3.200 0.744 -3.547 0.040
H -1.709 0.478 -3.539 0.028
O -2.438 0.683 -2.963 -0.049

(10)
18
Properties=species:S:1:pos:R:3:lowdin_charge:R:1 method="wB97M-V/def2-TZVPD" total_energy_ha=-327.06904 orbital_gap_ev=9.904 lumo_energy_ev=1.05 spin_multiplicity=1 smiles=OC[C@H]1CCCN1
N -0.942 0.784 -0.719 -0.026
C 0.329 1.378 -1.207 -0.205
C 1.337 1.256 -0.046 -0.175
C 0.885 -0.062 0.591 -0.152
C -0.641 -0.078 0.449 -0.333
C -1.047 -1.560 0.178 -0.219
O -0.538 -2.417 1.198 -0.074
H -1.627 1.410 -0.326 0.095
H 0.526 0.899 -2.166 0.104
H 0.138 2.441 -1.362 0.103
H 2.380 1.268 -0.367 0.104
H 1.197 2.185 0.518 0.105
H 1.331 -0.304 1.553 0.114
H 1.288 -0.801 -0.110 0.114
H -1.239 0.240 1.300 0.137
H -0.520 -1.776 -0.750 0.117
H -2.134 -1.548 0.308 0.118
H -0.724 -3.316 0.958 0.071

(11)
18
Properties=species:S:1:pos:R:3:lowdin_charge:R:1 method="wB97M-V/def2-TZVPD" total_energy_ha=-327.03792 orbital_gap_ev=9.535 lumo_energy_ev=0.45 spin_multiplicity=1 smiles="C=NC(=C)CC.O"
C 1.206 -0.304 -1.371 -0.072
C 0.393 0.954 -0.950 -0.219
C -0.701 0.663 0.055 -0.400
C -1.999 0.950 -0.168 0.059
C 0.595 0.670 1.929 -0.006
N -0.362 0.076 1.325 0.016
H 1.871 -0.054 -2.190 0.070
H 1.669 -0.797 -0.517 0.064
H 0.437 -1.037 -1.627 0.075
H 0.013 1.479 -1.832 0.107
H 0.912 1.822 -0.537 0.094
H -2.283 1.227 -1.179 0.061
H -2.673 0.566 0.586 0.059
H 1.191 0.104 2.637 0.079
H 0.968 1.642 1.625 0.080
H -0.754 -3.205 1.174 0.030
H -0.241 -1.907 0.589 -0.035
O -0.240 -2.851 0.451 -0.061

(12)
18
Properties=species:S:1:pos:R:3:lowdin_charge:R:1 method="wB97M-V/def2-TZVPD" total_energy_ha=-327.12229 orbital_gap_ev=10.618 lumo_energy_ev=0.93 spin_multiplicity=1 smiles="CC[C@@H](C)NC=O"
C 1.455 -1.173 -0.682 -0.108
C 0.962 -0.526 0.608 -0.214
C -0.446 0.096 0.532 -0.386
C -0.654 1.100 1.663 -0.064
N -0.717 0.744 -0.745 0.040
C -1.279 0.080 -1.787 -0.369
O -1.643 -1.080 -1.761 0.010
H 0.798 -1.986 -1.006 0.074
H 1.491 -0.438 -1.494 0.069
H 2.468 -1.567 -0.549 0.071
H 0.947 -1.272 1.414 0.114
H 1.678 0.247 0.923 0.107
H -1.188 -0.706 0.602 0.144
H -0.475 0.629 2.635 0.082
H 0.056 1.933 1.568 0.079
H -1.669 1.511 1.657 0.080
H -0.398 1.690 -0.895 0.139
H -1.385 0.718 -2.685 0.131

(13)
18
Properties=species:S:1:pos:R:3:lowdin_charge:R:1 method="wB97M-V/def2-TZVPD" total_energy_ha=-327.03627 orbital_gap_ev=9.544 lumo_energy_ev=0.89 spin_multiplicity=1
C -1.870 0.265 -1.219 -0.093
C -0.664 -0.337 -0.562 -0.177
C 0.261 0.259 0.207 -0.424
C 0.289 1.712 0.620 -0.035
N 1.138 -0.571 0.953 0.036
C 2.054 -1.224 0.377 -0.262
O 2.436 -1.115 -0.905 0.048
H -1.833 1.356 -1.273 0.069
H -1.973 -0.131 -2.236 0.071
H -2.789 -0.016 -0.683 0.078
H -1.261 -1.261 1.627 0.059
H -0.591 -1.421 -0.651 0.108
H 1.845 -0.448 -1.301 0.102
H 0.558 2.390 -0.198 0.080
H -0.685 2.026 1.010 0.081
H 1.025 1.838 1.419 0.076
H -0.569 -1.349 1.899 0.053
H 2.631 -1.972 0.917 0.132

Relative energy (zero: lowest compared OMol25 entry of this formula, charge and spin) across the listed records, respectively: 323.7 324.0 258.2 276.4 476.2 160.2 253.1 261.2 268.9 163.6 245.3 23.8 249.6 kJ/mol.